{
  "formula": "C21H55Mn2N5O19S3",
  "method": "the ωB97M-V functional and the def2-TZVPD basis",
  "species": ["Mn", "Mn", "N", "O", "O", "O", "N", "O", "O", "O", "N", "O", "O", "O", "O", "H", "C", "C", "N", "C", "C", "C", "C", "H", "H", "H", "H", "H", "H", "H", "H", "H", "H", "H", "H", "H", "H", "H", "C", "C", "N", "C", "C", "C", "C", "H", "H", "H", "H", "H", "H", "H", "H", "H", "H", "H", "H", "H", "H", "H", "O", "S", "O", "O", "C", "C", "C", "H", "H", "H", "H", "H", "H", "H", "H", "O", "S", "O", "O", "C", "C", "C", "H", "H", "H", "H", "H", "H", "H", "H", "O", "S", "O", "O", "C", "C", "C", "H", "H", "H", "H", "H", "H", "H", "H"],
  "xyz": [[3.310, 1.180, -1.233], [2.818, 0.795, 2.233], [4.467, -1.316, 0.312], [5.044, -2.363, 0.249], [3.749, -1.035, 1.328], [4.571, -0.482, -0.627], [0.813, -0.355, 0.295], [-0.027, -1.201, 0.065], [0.998, 0.076, 1.502], [1.467, 0.230, -0.614], [2.374, 4.055, -2.187], [2.272, 2.889, -1.633], [3.412, 4.315, -2.806], [1.439, 4.828, -2.074], [3.580, 1.853, 0.721], [3.838, 2.761, 0.899], [-0.056, 6.517, 3.083], [0.227, 5.128, 2.525], [-0.554, 4.744, 1.356], [-0.057, 3.429, 0.948], [-0.885, 2.806, -0.157], [-1.965, 4.725, 1.715], [-2.392, 3.748, 2.792], [-1.059, 6.612, 3.506], [0.041, 7.249, 2.284], [0.642, 6.729, 3.892], [1.289, 5.176, 2.229], [0.294, 4.340, 3.303], [0.989, 3.550, 0.667], [-0.077, 2.755, 1.830], [-0.989, 3.485, -1.005], [-0.397, 1.927, -0.584], [-1.863, 2.499, 0.216], [-2.542, 4.513, 0.811], [-2.248, 5.740, 1.984], [-2.207, 2.703, 2.540], [-3.469, 3.859, 2.920], [-1.857, 3.950, 3.721], [3.123, -2.055, -2.694], [2.510, -0.888, -3.468], [3.228, 0.392, -3.354], [2.572, 1.344, -4.296], [1.084, 1.560, -4.048], [4.664, 0.286, -3.749], [5.003, -0.320, -5.106], [2.963, -3.039, -3.146], [2.807, -2.100, -1.651], [4.217, -2.050, -2.665], [2.457, -1.233, -4.506], [1.513, -0.741, -3.066], [3.104, 2.293, -4.213], [2.683, 1.024, -5.339], [0.774, 2.568, -4.325], [0.426, 0.872, -4.586], [0.806, 1.453, -2.996], [5.141, -0.347, -2.994], [5.168, 1.243, -3.587], [4.796, 0.362, -5.932], [4.472, -1.248, -5.300], [6.077, -0.506, -5.104], [2.668, -2.314, 5.465], [2.197, -1.015, 5.233], [2.375, -0.466, 3.903], [0.661, -0.922, 5.549], [-0.260, -0.582, 4.464], [-1.578, -0.240, 5.108], [2.878, 0.134, 6.411], [-0.352, -1.484, 3.851], [0.091, 0.168, 3.760], [-1.487, 0.653, 5.738], [-1.954, -1.030, 5.756], [-2.341, 0.032, 4.377], [2.067, 0.710, 6.845], [3.538, 0.789, 5.853], [3.369, -0.452, 7.181], [0.355, -5.121, -3.819], [-0.802, -4.319, -3.959], [-1.301, -3.979, -5.249], [-1.903, -5.115, -3.159], [-3.284, -5.098, -3.582], [-4.071, -5.957, -2.623], [-0.589, -2.854, -3.008], [-3.345, -5.482, -4.596], [-3.687, -4.083, -3.500], [-4.052, -5.688, -1.575], [-3.774, -7.011, -2.606], [-5.112, -5.909, -2.953], [-1.487, -2.404, -2.598], [-0.249, -2.098, -3.730], [0.251, -2.955, -2.328], [-5.523, -5.240, 1.100], [-4.946, -4.038, 0.616], [-4.867, -3.697, -0.759], [-5.672, -2.849, 1.345], [-5.250, -1.516, 1.039], [-6.092, -0.594, 1.926], [-3.357, -3.859, 1.368], [-5.454, -1.342, -0.015], [-4.203, -1.357, 1.304], [-7.002, -1.103, 2.242], [-6.425, 0.286, 1.374], [-5.523, -0.255, 2.783], [-2.766, -3.038, 0.976], [-2.779, -4.766, 1.171], [-3.538, -3.828, 2.440]],
  "forces_ev_per_angstrom": [[-0.238, -0.075, 0.003], [0.304, -1.152, -1.555], [-0.077, 0.495, 0.257], [0.184, -0.544, 0.075], [-0.180, 0.287, 0.118], [-0.029, 0.358, -0.121], [0.046, 1.148, 0.085], [0.741, 0.483, 0.174], [-0.407, -0.606, -0.437], [-0.670, -1.107, 0.272], [0.412, 0.080, -0.270], [-0.225, 0.317, 0.163], [-0.273, -0.138, 0.216], [0.129, -0.197, 0.012], [0.061, 0.195, 1.394], [-0.046, 0.122, -0.272], [-0.506, -0.387, 0.224], [1.547, 0.514, -0.241], [0.342, -0.281, 1.033], [-0.293, -0.028, 0.084], [0.272, -0.177, -0.425], [-0.402, -0.035, -0.920], [-0.026, 0.010, 0.238], [0.033, -0.009, -0.014], [0.088, 0.089, 0.046], [0.091, 0.123, -0.111], [-0.223, -0.057, -0.375], [-0.661, 0.135, 0.113], [-0.021, -0.051, -0.264], [0.116, -0.100, -0.108], [-0.131, 0.174, 0.163], [0.086, -0.018, 0.249], [-0.059, 0.038, -0.139], [0.085, 0.032, -0.019], [-0.032, 0.017, 0.149], [0.053, -0.015, -0.180], [0.009, -0.020, 0.324], [-0.294, -0.007, 0.170], [0.895, -0.465, 0.313], [0.374, -1.300, 0.359], [0.160, 0.341, -0.908], [-0.225, 0.530, -0.014], [-0.622, -0.066, 0.399], [0.402, -0.802, 0.908], [-0.038, 0.621, -0.114], [-0.710, 0.231, -0.108], [-0.136, 0.024, -0.080], [-0.115, 0.368, 0.043], [-0.226, 0.488, -0.150], [-0.154, 0.172, -0.274], [-0.037, -0.016, 0.116], [0.221, -0.272, 0.150], [0.179, -0.005, -0.093], [0.282, -0.063, -0.165], [0.225, 0.088, 0.024], [-0.141, -0.021, -0.058], [-0.395, 0.252, -0.374], [-0.026, -0.017, -0.008], [0.084, -0.133, 0.094], [-0.030, -0.150, -0.113], [0.400, -1.042, 0.284], [-0.669, 1.061, 0.182], [0.408, 0.712, -0.394], [0.384, 0.451, -0.267], [-1.020, -1.077, -0.584], [-0.106, 0.798, 0.520], [-0.356, -0.226, -0.140], [-0.024, 0.040, 0.099], [0.335, 0.309, 0.541], [0.165, -0.108, -0.040], [0.042, -0.179, -0.178], [0.149, -0.296, -0.204], [-0.046, 0.030, -0.033], [0.276, -0.044, 0.174], [0.220, 0.096, -0.028], [1.010, -0.148, -0.032], [-0.612, -0.312, 0.489], [-0.273, 0.239, -0.392], [-0.121, -0.022, 0.154], [-0.249, 0.104, 0.832], [-0.327, -1.019, -0.068], [0.704, 1.267, -0.805], [-0.026, 0.160, -0.078], [0.237, 0.000, -0.326], [0.192, 0.598, -0.148], [0.113, 0.096, -0.523], [-0.006, -0.082, 0.141], [-0.176, -0.539, 0.317], [-0.018, -0.271, -0.090], [-0.378, -0.304, 0.439], [-0.341, -0.155, -0.200], [1.002, 0.787, 0.959], [-0.057, -0.092, -0.935], [-0.469, -0.336, 0.575], [-0.775, 0.797, 0.295], [-0.196, 0.125, -0.460], [0.562, -0.999, -0.051], [0.310, 0.051, -0.033], [0.060, -0.276, -0.394], [0.129, -0.068, 0.110], [0.188, 0.019, -0.025], [-0.072, -0.036, 0.276], [-0.268, 0.255, 0.063], [-0.187, -0.030, -0.101], [0.115, 0.250, 0.022]],
  "e_lumo_ev": [-1.08, -1.67],
  "max_force_ev_per_a": 1.96,
  "s_squared": 30.008,
  "homo_lumo_gap_ev": [7.60, 7.03],
  "multiplicity": 11
}

***

{
  "formula": "C13H23ClEuNP",
  "method": "the ωB97M-V functional and the def2-TZVPD basis",
  "species": ["C", "C", "C", "C", "C", "C", "C", "C", "N", "Eu", "C", "P", "H", "H", "H", "H", "H", "H", "H", "H", "C", "C", "H", "C", "C", "H", "H", "H", "H", "H", "H", "H", "H", "H", "H", "H", "H", "H", "H", "Cl"],
  "xyz": [[0.437, 3.421, -3.625], [-0.806, 2.901, -3.274], [-0.900, 1.754, -2.461], [0.269, 1.095, -2.096], [1.519, 1.630, -2.378], [1.609, 2.816, -3.136], [-2.296, 1.422, -1.975], [-2.847, -0.038, -1.789], [-1.974, -1.179, -2.264], [-0.630, -0.590, -0.491], [2.752, 1.001, -1.766], [2.181, -0.641, -1.096], [-1.735, 3.362, -3.623], [2.594, 3.244, -3.350], [0.485, 4.331, -4.231], [3.095, 1.570, -0.886], [3.604, 0.836, -2.442], [-2.411, 1.956, -1.012], [-2.990, 1.955, -2.656], [-3.085, -0.239, -0.752], [3.559, -1.225, -0.076], [2.255, -1.658, -2.606], [-3.794, -0.113, -2.364], [-1.466, -0.936, -3.637], [-2.868, -2.398, -2.317], [-0.265, -1.110, 1.876], [-1.876, -1.673, -4.334], [-1.755, 0.062, -3.968], [-0.389, -1.082, -3.646], [-3.016, -2.630, -3.379], [-2.373, -3.265, -1.873], [-3.846, -2.178, -1.845], [3.302, -1.724, -2.921], [1.866, -2.654, -2.347], [1.643, -1.224, -3.408], [4.498, -1.132, -0.637], [3.568, -0.607, 0.836], [3.338, -2.274, 0.180], [-0.606, -1.811, 1.580], [0.108, 1.384, 1.063]],
  "forces_ev_per_angstrom": [[0.333, -0.011, 0.253], [-0.169, -0.333, 0.184], [0.949, 1.096, -1.126], [-0.354, -1.151, 0.684], [-0.125, 1.420, -0.883], [-0.206, -0.275, -0.035], [-0.752, 0.266, 0.296], [-0.128, 0.253, -1.868], [-2.710, -0.607, -1.978], [1.779, 0.470, 1.696], [-0.264, -0.819, 0.632], [-0.613, 0.674, 0.002], [0.335, 0.138, 0.006], [-0.339, -0.003, -0.012], [0.074, -0.354, 0.166], [-0.064, 0.017, -0.309], [-0.211, 0.219, 0.056], [-0.021, -0.333, -0.189], [0.252, -0.432, 0.345], [-0.291, -0.046, 0.441], [0.275, -0.067, -0.239], [0.305, -0.365, 0.023], [0.339, 0.135, 0.486], [0.013, -0.235, -0.151], [0.284, 0.474, -0.012], [-0.840, -1.867, -0.605], [-0.034, 0.225, 0.033], [0.431, -0.156, -0.123], [0.022, 0.452, -0.142], [-0.401, -0.151, 0.469], [-0.181, 0.062, 0.199], [0.613, -0.392, -0.110], [-0.168, -0.219, -0.261], [0.238, 0.129, -0.314], [0.269, -0.036, 0.304], [0.043, -0.193, 0.420], [0.131, -0.328, -0.319], [0.342, 0.345, 0.037], [0.963, 1.609, 1.182], [-0.120, 0.391, 0.760]],
  "e_lumo_ev": [-0.11, -0.19],
  "max_force_ev_per_a": 3.41,
  "s_squared": 15.762,
  "homo_lumo_gap_ev": [6.34, 6.59],
  "multiplicity": 8,
  "relative_energy_kcal_mol": 2.8
}

***

{
  "formula": "C3H13N2OPd",
  "method": "the ωB97M-V functional and the def2-TZVPD basis",
  "species": ["C", "Pd", "N", "N", "H", "H", "H", "H", "H", "H", "H", "H", "H", "H", "C", "C", "O", "H", "H", "H"],
  "xyz": [[-2.719, 1.021, 0.736], [0.879, -0.777, -0.992], [2.651, 0.471, -0.482], [-0.151, 0.143, -2.736], [3.458, -0.116, -0.276], [-2.163, 1.908, 1.008], [-3.169, 0.606, 1.660], [-2.056, 0.276, 0.308], [-3.495, 1.289, 0.006], [0.067, -0.346, -3.598], [0.139, 1.121, -2.884], [-1.179, 0.194, -2.653], [2.867, 1.074, -1.277], [2.455, 1.086, 0.322], [0.381, -0.975, 2.115], [0.531, -1.652, 0.738], [0.453, -2.856, 0.604], [0.241, 0.109, 2.063], [1.299, -1.178, 2.689], [-0.487, -1.396, 2.650]],
  "forces_ev_per_angstrom": [[-0.574, -0.262, 0.361], [-0.636, 0.452, 0.387], [0.380, 0.666, 0.404], [-0.444, 0.570, -0.312], [-0.092, 0.194, -0.007], [0.217, 0.187, -0.049], [0.079, 0.183, -0.531], [0.159, -0.001, -0.077], [0.165, -0.115, 0.278], [0.010, -0.016, -0.273], [0.150, -0.261, 0.025], [0.294, -0.203, -0.030], [0.006, -0.155, 0.057], [0.164, -0.415, -0.418], [-0.146, -0.355, 0.296], [0.386, 0.719, -0.757], [-0.311, -0.958, 1.022], [0.108, -0.156, -0.276], [-0.217, -0.020, -0.031], [0.303, -0.055, -0.069]],
  "e_lumo_ev": [3.84, 3.49],
  "max_force_ev_per_a": 1.43,
  "s_squared": 2.007,
  "homo_lumo_gap_ev": [3.25, 6.96],
  "charge": -1,
  "multiplicity": 3,
  "relative_energy_kcal_mol": 0.0
}

***

{
  "formula": "C4H9NO",
  "method": "the ωB97M-V functional and the def2-TZVPD basis",
  "species": ["C", "C", "C", "C", "H", "H", "H", "H", "H", "H", "H", "H", "H", "N", "O"],
  "xyz": [[0.210, 1.081, -1.766], [-0.762, 0.444, -0.625], [-0.527, 0.006, 0.650], [0.765, -0.259, 1.416], [-0.798, 1.300, -2.774], [1.210, 0.574, -2.486], [0.319, 2.123, -1.344], [-1.853, 0.797, -0.674], [-1.439, 0.227, 1.360], [0.653, 0.497, 2.251], [1.395, 0.013, 0.704], [1.288, -2.043, 0.380], [-0.604, -2.163, 1.542], [0.977, -1.716, 1.736], [-0.834, -0.880, -0.370]],
  "forces_ev_per_angstrom": [[-2.894, 0.286, -3.130], [-1.041, 3.518, -5.615], [-1.083, -0.678, 6.265], [-3.926, -0.242, 2.093], [3.421, -0.654, 2.917], [-3.249, 1.395, 3.107], [0.710, -1.003, -0.983], [1.773, 0.542, -0.727], [1.631, -0.672, -0.989], [0.897, -1.345, -0.358], [3.988, 1.464, -2.364], [-1.311, 0.648, 5.105], [4.594, 0.866, 0.755], [-3.547, -0.957, -5.555], [0.037, -3.168, -0.522]],
  "e_lumo_ev": 0.32,
  "max_force_ev_per_a": 6.71,
  "homo_lumo_gap_ev": 10.32,
  "relative_energy_kcal_mol": 239.3
}